{"formula": "C26H20F2N5O2S3Ti", "method": "ωB97M-V/def2-TZVPD", "e_homo_ev": -10.4, "lumo_energy_ev": -4.39, "total_charge": 1, "gap_ev": 6.02, "max_force_ha_per_bohr": 0.03683, "relative_energy_ev": 0.516, "mol_weight_da": 616.5, "spin_multiplicity": 1, "total_energy_ev": -99884.7749, "elements": ["Ti", "N", "C", "C", "O", "O", "H", "H", "H", "H", "F", "C", "C", "C", "C", "C", "F", "C", "C", "C", "C", "C", "C", "N", "H", "H", "H", "H", "H", "H", "S", "C", "S", "C", "N", "N", "C", "C", "C", "C", "C", "C", "S", "H", "H", "H", "H", "H", "C", "C", "C", "N", "C", "C", "H", "H", "H", "H", "H"], "xyz": [[-1.535, -0.070, 0.292], [0.149, -0.097, 1.906], [-0.569, -0.475, 3.151], [-1.915, -1.117, 2.787], [-2.407, -2.011, 3.399], [-2.443, -0.515, 1.715], [0.662, -0.919, 1.560], [0.855, 0.592, 2.138], [-0.802, 0.423, 3.726], [-0.009, -1.160, 3.783], [-6.399, -0.113, -2.244], [-5.082, 0.069, -2.285], [-4.331, -0.166, -1.146], [-2.956, 0.018, -1.182], [-2.341, 0.378, -2.400], [-3.143, 0.650, -3.506], [-2.595, 1.083, -4.649], [-4.514, 0.515, -3.465], [-0.872, 0.420, -2.419], [-0.101, 0.280, -3.569], [1.277, 0.323, -3.480], [1.877, 0.529, -2.243], [1.063, 0.624, -1.139], [-0.278, 0.549, -1.202], [-4.834, -0.510, -0.249], [-5.123, 0.736, -4.331], [-0.577, 0.125, -4.524], [1.881, 0.206, -4.370], [2.951, 0.588, -2.142], [1.483, 0.785, -0.156], [4.062, -4.264, -1.696], [2.738, -3.586, -1.014], [1.095, -3.846, -1.586], [0.512, -2.678, -0.419], [1.435, -2.173, 0.323], [2.665, -2.700, 0.034], [3.785, -2.247, 0.799], [3.962, -0.882, 0.982], [5.066, -0.419, 1.680], [5.984, -1.318, 2.201], [5.781, -2.681, 2.044], [4.681, -3.155, 1.346], [-1.176, -2.369, -0.284], [3.242, -0.198, 0.556], [5.220, 0.645, 1.801], [6.855, -0.956, 2.730], [6.487, -3.383, 2.466], [4.524, -4.214, 1.223], [-2.733, 4.609, 1.486], [-1.404, 4.339, 1.192], [-1.049, 3.055, 0.832], [-1.928, 2.048, 0.765], [-3.209, 2.311, 1.072], [-3.648, 3.569, 1.435], [-3.048, 5.609, 1.752], [-0.659, 5.120, 1.235], [-0.020, 2.821, 0.588], [-3.900, 1.482, 1.033], [-4.692, 3.723, 1.668]]}